Entry from the Open Molecules 2025 dataset: a cluster of 2 separate species, C19H37N4O2S in total at a distorted geometry (ωB97M-V with the def2-TZVPD basis set).

Its charge is +1. As for the total energy: -41179.060 eV. The value obtained for the LUMO energy is -2.4 eV.

Each atom is followed by the atoms it is bonded to, with distances in Å.
Positions of all 63 atoms, in Å:
1 S -4.14019 -3.91986 3.40000  H19 1.425, C51 1.895
2 H -2.02117 -0.24880 -1.94715  C10 1.194
3 H 2.30192 0.53240 -0.91771  C8 1.170
4 C 1.01845 2.19435 0.21735  C8 1.639, C32 1.639, H56 1.172, H59 1.194
5 H -1.20563 1.04408 1.92733  C9 1.194
6 C 1.73464 -1.46531 -4.22036  H7 1.086, N16 1.351, C54 1.386
7 H 0.81094 -0.94270 -4.45268  C6 1.086
8 C 2.37196 1.62805 -0.51307  H3 1.170, C4 1.639, C12 1.666, H62 1.179
9 C -1.46491 1.71563 0.97477  H5 1.194, C17 1.641, C32 1.654, N43 1.543
10 C -1.64952 -0.62368 -0.87637  H2 1.194, H20 1.194, C30 1.648, N44 1.543
11 H -2.90942 1.60835 -0.50990  N43 1.060
12 C 3.60636 1.67904 0.60461  C8 1.666, C26 1.640, H37 1.193, H63 1.187
13 H 1.29342 -0.82137 0.46282  N34 1.044
14 H -1.80102 6.44160 0.86255  C61 1.194
15 H 2.83639 -1.84372 2.57170  C46 1.170
16 N 2.53904 -0.84326 -3.33128  C6 1.351, C38 1.351
17 C -1.54008 3.26164 1.51896  C9 1.641, H47 1.194, H49 1.183, O58 1.476
18 H -3.48280 5.71330 1.34157  C61 1.174
19 H -3.75119 -3.63568 4.74135  S1 1.425
20 H -1.56181 -1.81141 -0.95820  C10 1.194
21 H 3.50668 -4.25082 -4.92229  C25 1.086
22 H -5.04357 -0.32388 0.57472  C31 1.187
23 H 0.28838 -0.12470 -1.43167  N44 1.064
24 H 1.35027 -3.13627 -5.51946  C54 1.084
25 C 3.23605 -3.29779 -4.47714  H21 1.086, C54 1.391, C57 1.391
26 C 3.60244 0.41371 1.64826  C12 1.640, O39 1.474, H41 1.193, H52 1.175
27 H -4.51418 -1.08687 -1.06546  C31 1.171
28 H -5.19763 -3.13446 0.41732  C40 1.194
29 H -3.73476 -1.42745 2.88743  C51 1.189
30 C -2.73956 -0.30195 0.31677  C10 1.648, C31 1.648, N43 1.533, H53 1.193
31 C -4.21198 -0.99801 0.06236  H22 1.187, H27 1.171, C30 1.648, C40 1.664
32 C -0.37936 1.47701 -0.24977  C4 1.639, C9 1.654, N44 1.514, H60 1.187
33 H 4.32531 -0.94757 -2.30525  C38 1.086
34 N 0.26437 -0.67229 0.55172  H13 1.044, N44 1.387, H50 1.043
35 H 5.02995 -3.13511 -3.28409  C57 1.084
36 H -5.55891 -1.91407 2.64026  C51 1.191
37 H 4.66569 1.65270 0.05694  C12 1.193
38 C 3.69736 -1.46683 -3.02337  N16 1.351, H33 1.086, C57 1.386
39 O 4.18841 -0.82975 1.11603  C26 1.474, C46 1.472
40 C -4.28856 -2.47578 0.82346  H28 1.194, C31 1.664, H48 1.181, C51 1.672
41 H 4.29243 0.73101 2.56835  C26 1.193
42 H 2.78599 -2.41396 0.77584  C46 1.194
43 N -2.83791 1.22003 0.47396  C9 1.543, H11 1.060, C30 1.533
44 N -0.27670 -0.00536 -0.53768  C10 1.543, H23 1.064, C32 1.514, N34 1.387
45 H -1.90822 5.40997 2.43619  C61 1.188
46 C 3.51700 -2.03060 1.63823  H15 1.170, O39 1.472, H42 1.194, H55 1.184
47 H -2.34204 3.26044 2.40344  C17 1.194
48 H -3.26802 -3.03910 0.63522  C40 1.181
49 H -0.54045 3.65467 2.01467  C17 1.183
50 H -0.22223 -1.57095 0.76271  N34 1.043
51 C -4.44117 -2.29239 2.47791  S1 1.895, H29 1.189, H36 1.191, C40 1.672
52 H 2.52069 0.28667 2.08959  C26 1.175
53 H -2.30640 -0.81216 1.30389  C30 1.193
54 C 2.03514 -2.68123 -4.81294  C6 1.386, H24 1.084, C25 1.391
55 H 4.25552 -2.93301 1.84512  C46 1.184
56 H 1.11731 2.13553 1.38372  C4 1.172
57 C 4.08667 -2.68108 -3.56576  C25 1.391, H35 1.084, C38 1.386
58 O -2.03519 4.24212 0.53340  C17 1.476, C61 1.501
59 H 0.90867 3.34923 -0.06386  C4 1.194
60 H -0.74995 1.99291 -1.25290  C32 1.187
61 C -2.33223 5.47981 1.32879  H14 1.194, H18 1.174, H45 1.188, O58 1.501
62 H 2.71910 2.33476 -1.39009  C8 1.179
63 H 3.55024 2.68021 1.23912  C12 1.187


Entry from the Open Molecules 2025 dataset: the molecule C3HN3O at a distorted geometry (ωB97M-V with the def2-TZVPD basis set).

The value obtained for the relative energy (zero: lowest compared OMol25 entry of this formula, charge and spin) is 41.8 kcal per mole. Its charge is 0. As for the total energy: -9641.004 eV. The SMILES is N#Cc1conn1. The value obtained for the LUMO energy is -0.6 eV.

Each atom is followed by the atoms it is bonded to, with distances in Å.
Positions of all 8 atoms, in Å:
1 C -0.60950 0.91544 -0.01396  O4 1.394, H5 0.992, C8 1.387
2 C 1.68779 -0.20776 -0.07966  N6 1.086, C8 1.434
3 N -1.50398 -1.13828 -0.10862  O4 1.454, N7 1.209
4 O -1.83642 0.27535 -0.18266  C1 1.394, N3 1.454
5 H -0.45683 1.82815 0.34308  C1 0.992
6 N 2.77146 -0.21826 -0.14962  C2 1.086
7 N -0.32100 -1.30371 0.07764  N3 1.209, C8 1.295
8 C 0.26847 -0.15094 0.11381  C1 1.387, C2 1.434, N7 1.295